A single C3H6ClNOS molecule, computed with ωB97M-V/def2-TZVPD.

## Properties
Highest occupied orbital energy, Eh: -0.3229
HOMO-LUMO gap, eV: 9.029
Structure (SMILES): CONC(=S)CCl
Energy, hartree: -1106.2032
E_LUMO, eV: 0.24

Geometry as XYZ:
```
13
Properties=species:S:1:pos:R:3:lowdin_charge:R:1
C -2.0010 -0.9222 0.1599 -0.115
O -1.2179 -0.6293 -0.9557 -0.203
N 0.1306 -0.4374 -0.6104 -0.043
C 0.5141 0.8192 -0.2817 -0.918
S -0.4023 2.1244 -0.4915 0.752
C 1.9121 0.8774 0.2440 -0.585
Cl 3.0736 -0.2731 -0.4906 0.560
H -1.6633 -1.8653 0.6004 0.086
H -2.0077 0.0101 0.8259 0.096
H -3.0259 -1.0403 -0.2423 0.102
H 0.4866 -1.2373 -0.1281 0.125
H 1.9394 0.6611 1.2974 0.071
H 2.2618 1.9129 0.0727 0.072
```

A molecular structure, C34H42Cl5N5OPbSbSeSi3, computed with ωB97M-V/def2-TZVPD.

## Properties
Highest occupied orbital energy (alpha / beta), Eh: -0.3315 / -0.3313
HOMO-LUMO gap (alpha / beta), eV: 3.707 / 3.699
Total charge: +1
Energy, hartree: -7672.9568
E_LUMO (alpha / beta), eV: -5.31 / -5.32

Geometry as XYZ:
```
93
Properties=species:S:1:pos:R:3:lowdin_charge:R:1
Pb 0.1696 0.7370 -0.5912 1.285
Cl -0.1630 1.8117 -3.7774 0.662
C 0.3172 3.2424 -2.8347 -0.681
C -0.3443 3.1056 -1.5534 -0.604
C 1.1099 5.9666 -0.9222 -0.356
Cl 0.0548 5.3331 -0.0066 0.871
C 1.7933 6.1819 -2.0353 -0.718
Cl 2.7849 7.6131 -2.0268 0.693
C 1.8411 5.3424 -3.2112 -0.627
Cl 2.8130 5.9980 -4.4783 0.701
C 1.2663 4.0572 -3.4573 -0.634
Cl 1.9376 3.3185 -4.9072 0.654
N 2.4898 1.8385 -1.4825 0.045
C 3.7063 1.2078 -1.0435 -0.220
C 4.9415 1.7372 -1.2895 0.000
C 6.1151 1.0747 -0.8708 -0.051
C 6.0352 -0.1187 -0.2160 -0.016
C 4.7722 -0.6893 0.0669 -0.138
C 4.6222 -1.9222 0.7412 0.017
C 3.3727 -2.4087 0.9943 -0.018
C 2.2635 -1.6509 0.5792 -0.147
N 2.3636 -0.5119 -0.0553 0.028
C 3.5984 -0.0144 -0.3338 -0.156
H 2.4587 1.8919 -2.4985 0.065
H 2.4493 2.7959 -1.1437 0.084
H 5.0187 2.6777 -1.8223 0.122
H 7.0777 1.5187 -1.0838 0.114
H 6.9298 -0.6434 0.0941 0.122
H 5.5063 -2.4658 1.0511 0.127
H 3.2203 -3.3457 1.5113 0.114
H 1.2548 -1.9851 0.7910 0.056
O -0.1208 0.1737 1.6330 -0.354
C 0.3180 0.6714 2.7684 -0.341
C 0.3066 -0.1622 3.9075 -0.016
C 0.8570 0.2176 5.1097 -0.061
C 1.4478 1.4734 5.2487 -0.085
C 1.4110 2.3346 4.1769 -0.055
C 0.8312 1.9839 2.9481 -0.093
C 0.6760 3.0148 1.9225 -0.237
N 0.5204 2.7402 0.6537 -0.008
C 0.2164 3.6316 -0.2969 -0.562
C 0.3885 5.5067 1.6914 -0.090
N 0.6364 4.3285 2.3081 0.045
H -0.1439 -1.1405 3.7989 0.075
H 0.8419 -0.4697 5.9462 0.112
H 1.9199 1.7679 6.1748 0.106
H 1.8790 3.3080 4.2912 0.111
H -1.0590 5.0932 -0.9095 -0.103
H -0.5375 6.5561 0.2209 0.068
H 0.7250 4.4651 3.3098 0.128
C -2.6373 -4.7542 1.7593 -0.222
Si -1.7480 -3.1428 2.0802 0.326
C -0.0126 -3.5018 2.6616 -0.222
C -2.7449 -2.0163 3.1802 -0.217
Sb -1.7084 -1.9386 -0.1994 0.877
Si -4.1110 -1.0567 -0.6171 0.318
C -5.1928 -2.4451 0.0149 -0.234
C -4.3647 -0.8179 -2.4345 -0.220
C -4.2379 0.4879 0.4133 -0.214
Si -0.8940 -3.3513 -2.2052 0.296
C -1.2739 -5.1369 -1.8121 -0.235
C 0.9457 -3.0596 -2.3484 -0.228
C -1.7647 -2.7835 -3.7487 -0.219
H -2.7691 -5.2895 2.7045 0.039
H -2.0707 -5.4015 1.0888 0.017
H -3.6272 -4.5960 1.3295 0.016
H -0.0496 -3.8810 3.6865 0.048
H 0.6347 -2.6269 2.6576 -0.009
H 0.4315 -4.2808 2.0373 0.037
H -2.5954 -2.2701 4.2328 0.042
H -3.8083 -2.1284 2.9585 0.024
H -2.4652 -0.9705 3.0451 0.016
H -4.9123 -3.3940 -0.4465 0.026
H -6.2372 -2.2508 -0.2442 0.038
H -5.1345 -2.5573 1.0988 0.014
H -4.7131 -1.7445 -2.8944 0.035
H -3.4790 -0.4776 -2.9619 0.007
H -5.1267 -0.0548 -2.5941 0.039
H -4.0835 0.2745 1.4723 0.024
H -5.2258 0.9401 0.2921 0.041
H -3.5003 1.2319 0.1043 0.004
H -0.6520 -5.5072 -0.9949 0.025
H -1.0778 -5.7591 -2.6893 0.035
H -2.3203 -5.2752 -1.5352 0.027
H 1.4972 -3.4959 -1.5132 0.024
H 1.1848 -1.9945 -2.3940 0.009
H 1.3127 -3.5182 -3.2705 0.040
H -2.8388 -2.9654 -3.7109 0.024
H -1.3585 -3.3481 -4.5929 0.041
H -1.6044 -1.7230 -3.9514 0.025
Se -2.3089 3.9392 -1.6135 1.015
C -2.9499 2.9907 -3.0873 -0.647
N -3.2985 2.4624 -4.0487 0.083
```

A molecular structure, C26H43F5P2Pb, computed with ωB97M-V/def2-TZVPD.

## Properties
Highest occupied orbital energy (alpha / beta), Eh: -0.4966 / -0.4966
HOMO-LUMO gap (alpha / beta), eV: 4.983 / 4.965
Total charge: +2
Energy, hartree: -2390.7271
E_LUMO (alpha / beta), eV: -8.53 / -8.55

Geometry as XYZ:
```
77
Properties=species:S:1:pos:R:3:lowdin_charge:R:1
Pb -0.7154 -2.0430 -0.3125 1.133
C -3.6020 -1.6066 1.5221 -0.185
C -3.9301 -0.5018 0.6760 -0.154
C -4.0817 -2.4428 -0.5768 -0.180
C -3.7227 -2.8011 0.7550 -0.200
C -4.2280 -1.0219 -0.6223 -0.151
C -3.1148 -1.5294 2.9195 0.002
H -2.8551 -0.5016 3.2068 0.082
H -2.2287 -2.1703 3.0722 0.096
H -3.8977 -1.8810 3.6106 0.123
C -3.4274 -4.1871 1.2118 0.014
H -2.9260 -4.1790 2.1900 0.096
H -2.7922 -4.7244 0.4870 0.087
H -4.3593 -4.7643 1.3238 0.127
C -4.1716 -3.3772 -1.7198 0.018
H -5.0978 -3.9719 -1.6561 0.128
H -3.3231 -4.0856 -1.7367 0.088
H -4.1911 -2.8346 -2.6742 0.093
C -4.5386 -0.2282 -1.8314 0.006
H -5.6183 -0.2727 -2.0483 0.125
H -4.0085 -0.6211 -2.7123 0.089
H -4.2703 0.8303 -1.7016 0.085
C -3.9089 0.9325 1.0370 0.006
H -4.9293 1.2886 1.2564 0.124
H -3.5189 1.5445 0.2111 0.087
H -3.2953 1.1100 1.9334 0.083
C 4.4144 2.1405 1.8763 -0.113
C 3.5724 2.8016 2.6820 -0.133
C 3.3045 4.2772 2.6848 -0.174
C 3.4393 5.0069 1.3220 -0.190
C 2.7096 4.3681 0.1848 -0.097
C 3.1803 3.4247 -0.6405 -0.154
C 4.5259 2.7706 -0.6116 -0.175
C 5.2328 2.7265 0.7672 -0.183
H 3.9716 4.8024 3.3924 0.130
H 4.4996 5.1494 1.0855 0.104
H 2.2855 4.4327 3.0776 0.110
H 5.5999 3.7285 1.0159 0.105
H 4.6440 1.0870 2.0655 0.101
H 3.1028 2.2806 3.5229 0.099
H 6.1241 2.0886 0.6432 0.121
H 4.4115 1.7394 -0.9877 0.096
H 2.5678 3.1186 -1.4960 0.090
H 5.2093 3.2677 -1.3212 0.130
H 3.0073 6.0122 1.4579 0.120
H 1.7294 4.8160 -0.0004 0.107
P 0.8237 -0.1897 0.8767 0.722
P -0.2517 -0.0043 -2.2293 0.743
C 1.8907 0.6108 -0.3986 -0.388
C 1.5714 0.2377 -1.8597 -0.372
H 2.9281 0.3475 -0.1538 0.089
H 1.7987 1.6927 -0.2321 0.053
H 1.9268 1.0105 -2.5639 0.092
H 2.0610 -0.7187 -2.1034 0.092
C -0.3759 -0.7200 -3.9028 -0.249
H -1.4220 -0.6380 -4.2320 0.054
H -0.0707 -1.7723 -3.9151 0.039
H 0.2614 -0.1165 -4.5687 0.070
C -0.8589 1.6828 -2.6041 -0.237
H -0.1498 2.1735 -3.2889 0.069
H -0.9793 2.2740 -1.6773 0.051
H -1.8384 1.5900 -3.1015 0.049
C 1.8716 -1.2519 1.9247 -0.252
H 1.2193 -1.7161 2.6898 0.062
H 2.6106 -0.6070 2.4285 0.056
H 2.3678 -2.0430 1.3385 0.058
C 0.3592 1.0641 2.1102 -0.221
H -0.3915 1.7658 1.7041 0.054
H 1.2540 1.6132 2.4473 0.037
H -0.0796 0.5227 2.9670 0.058
F 1.9289 -3.6387 -1.2324 0.015
C 0.6580 -3.9855 -0.8241 -0.515
F 0.7870 -4.7124 0.3368 0.030
C 0.0091 -4.9001 -1.8734 -0.541
F 0.7740 -5.9637 -2.2103 0.173
F -1.1769 -5.3871 -1.3637 0.093
F -0.2855 -4.2200 -3.0302 0.103
```

Strongest force on any atom list, top to bottom, in eV/A: 1.85 3.17 1.53
ΔE to the lowest compared entry with this formula, charge and spin list, top to bottom, in kJ/mol: 207.0 2199.8 28.3